ORCA calculation (ωB97M-V/def2-TZVPD) on the molecule C5H4ClNO.

Positions of all 12 atoms, in Å:
C 0.31704 -0.12903 0.01075
C -0.69427 -0.42308 1.19748
C -0.50554 -0.72620 -1.10174
C 1.64532 -0.62981 0.13487
C 2.79260 -0.94641 0.06950
H -0.71442 0.25487 2.05833
H -0.43246 -1.41407 1.58522
H -0.17744 -1.00151 -2.09497
H 3.87437 -1.22176 0.02104
N -1.74928 -0.75548 -0.79886
O -1.95767 -0.40571 0.53885
Cl 0.23678 1.70845 -0.12668

Summary:
- HOMO level: -10.02 eV
- Net charge: 0
- LUMO energy: 0.28 eV
- SMILES string: C#C[C@@]1(Cl)C=NOC1
- Energy relative to the best compared isomer or geometry (same formula, charge and spin): 4.049 eV
- Kohn-Sham gap: 10.31 eV

---

ORCA calculation (ωB97M-V/def2-TZVPD) on the molecule C5H4ClNO.

Positions of all 12 atoms, in Å:
C -0.58946 -0.60539 0.86047
C 0.67827 -1.45384 -0.69317
C 0.76556 0.12653 -0.86171
C -0.59298 0.52756 -0.21742
C -0.60174 1.04975 1.20359
N 0.12601 -1.62363 0.66603
O 1.09041 -2.32459 -1.41732
Cl -2.08283 1.76780 1.81434
H 1.45900 0.46187 -0.24010
H 0.89731 0.33652 -1.92062
H -1.41355 0.54880 -0.92673
H 0.26399 1.18862 1.73264

Summary:
- HOMO level: -9.13 eV
- Net charge: 0
- LUMO energy: -0.70 eV
- SMILES string: O=C1C[C@H]2C(=N1)[C@@H]2Cl
- Energy relative to the best compared isomer or geometry (same formula, charge and spin): 4.187 eV
- Kohn-Sham gap: 8.43 eV

---

ORCA calculation (ωB97M-V/def2-TZVPD) on a cluster of 2 separate species, C5H4ClO2 in total.

Positions of all 12 atoms, in Å:
C 2.30321 0.89805 -0.18228
C 1.20484 0.61365 -0.62604
C 4.08431 -0.54222 -2.22393
C -1.02118 -0.53080 -0.66641
C -0.01564 0.42569 -1.25154
O 4.12501 -1.45812 -1.52985
O 4.14760 0.34268 -2.95009
Cl 0.31762 -0.13448 -3.00130
H 3.13696 1.39278 0.22964
H -1.91130 -0.55671 -1.30136
H -1.31451 -0.16103 0.32019
H -0.66482 -1.56574 -0.54675

Summary:
- HOMO level: -1.97 eV
- Net charge: -1
- LUMO energy: 3.46 eV
- Energy relative to the best compared isomer or geometry (same formula, charge and spin): 1.264 eV
- Kohn-Sham gap: 5.43 eV

---

ORCA calculation (ωB97M-V/def2-TZVPD) on a structure of composition C5H4ClO3.

Positions of all 13 atoms, in Å:
C -0.05844 1.64393 0.53448
C -1.75302 -0.44773 -0.21644
C 1.02877 -0.35025 -0.90716
C 1.02110 -0.92445 0.49121
C 0.10628 0.18388 0.11610
O -0.76962 2.31949 -0.18996
O 0.61238 1.99681 1.54422
O -2.09126 -0.87012 -1.30963
Cl -2.80158 -0.16999 1.07849
H 1.76015 0.32692 -1.53542
H 0.53177 -1.16848 -1.62259
H 0.65767 -1.98985 0.77743
H 1.75582 -0.55016 1.23927

Summary:
- HOMO level (spin up / spin down): -1.56 / -4.94 eV
- Net charge: -1
- Spin multiplicity: 3
- LUMO energy (spin up / spin down): 3.61 / 1.08 eV
- Energy relative to the best compared isomer or geometry (same formula, charge and spin): 0.808 eV
- Expectation value of S²: 2.014
- Kohn-Sham gap (spin up / spin down): 5.16 / 6.02 eV

---

ORCA calculation (ωB97M-V/def2-TZVPD) on the molecule C5H4F4N2.

Positions of all 15 atoms, in Å:
C 0.73609 0.13165 -0.78579
C 1.94170 -0.22250 -1.14161
C 1.97824 -0.06881 1.11436
C -1.24829 0.81140 0.85284
C -2.17358 -0.31720 0.35657
N 0.42732 0.24190 0.61937
N 2.67671 -0.32368 0.10487
F -1.51634 1.93937 0.24530
F -3.51506 -0.02988 0.42339
F -1.94730 -0.40016 -0.96895
F -1.98908 -1.54633 0.86230
H 0.06748 0.40530 -1.63824
H 2.36585 -0.61026 -2.15553
H -1.38474 0.87380 2.00128
H 3.58099 -0.88460 0.10985

Summary:
- HOMO level: -8.66 eV
- Net charge: 0
- LUMO energy: 0.44 eV
- Energy relative to the best compared isomer or geometry (same formula, charge and spin): 4.301 eV
- Kohn-Sham gap: 9.10 eV

---

ORCA calculation (ωB97M-V/def2-TZVPD) on a structure of composition C5H4F6N3O6PdS2.

Positions of all 27 atoms, in Å:
Pd -0.45495 0.66196 -0.93157
N -2.34902 -1.21371 -0.76356
C -3.47779 -0.39026 -0.37546
C -3.23004 1.11952 -0.17176
O -4.20090 1.79030 0.12675
O -2.03444 1.62624 -0.26271
H -2.50545 -1.75158 -1.60038
H -1.99833 -1.81264 -0.03229
H -3.92062 -0.72239 0.56623
H -4.27122 -0.44938 -1.12056
N -0.95736 1.59943 -3.78399
C -0.77291 1.30651 -2.68217
F 3.75281 2.50432 -0.11612
C 2.56818 2.03224 -0.50173
F 1.65547 2.43349 0.38330
F 2.27781 2.53254 -1.69581
S 2.66814 0.17610 -0.58432
O 1.48115 -0.29095 -1.29440
O 3.93007 -0.06630 -1.19575
N 2.68686 -0.23772 0.92876
S 1.39218 -0.43555 1.80397
O 1.48643 0.23715 3.05599
O 0.14224 -0.38124 1.06937
C 1.51738 -2.22994 2.21484
F 1.45070 -2.96924 1.10783
F 2.66027 -2.49798 2.84121
F 0.50332 -2.57093 3.01431

Summary:
- HOMO level (spin up / spin down): -6.03 / -6.03 eV
- Net charge: -1
- LUMO energy (spin up / spin down): 2.39 / 2.39 eV
- Energy relative to the best compared isomer or geometry (same formula, charge and spin): 0.840 eV
- Kohn-Sham gap (spin up / spin down): 8.42 / 8.42 eV

---

ORCA calculation (ωB97M-V/def2-TZVPD) on the molecule C5H4FN3O3.

Positions of all 16 atoms, in Å:
C -0.40412 0.04123 1.95413
C -1.89083 -0.15833 -0.17637
C 1.29887 0.12826 0.17083
C -0.22663 0.09260 -2.08999
C 0.50334 0.34667 -0.86535
N -1.52210 -0.16466 1.20805
N -0.93032 0.43359 -0.91213
N 2.65275 -0.19426 0.23497
O -0.66028 0.05157 3.13553
O -2.98098 -0.50367 -0.48968
O 0.84260 0.30124 1.48571
F -0.23748 1.06082 -3.07220
H -0.45158 -0.97437 -2.36829
H -2.32757 -0.28360 1.83142
H 3.32348 0.40836 0.61917
H 3.01083 -0.58545 -0.66581

Summary:
- HOMO level: -9.39 eV
- Net charge: 0
- LUMO energy: 0.22 eV
- SMILES string: NC1=C2[C@H](F)N2C(=O)NC(=O)O1
- Energy relative to the best compared isomer or geometry (same formula, charge and spin): 1.060 eV
- Kohn-Sham gap: 9.61 eV

---

ORCA calculation (ωB97M-V/def2-TZVPD) on the molecule C5H4FNO.

Positions of all 12 atoms, in Å:
C 1.29241 -0.55707 -0.00105
C 0.12033 -1.18280 -0.09961
C -1.87329 0.25761 0.18575
C 1.35915 0.85672 -0.14009
C 1.92675 1.92282 -0.36281
H -0.11791 -2.21594 -0.02710
H -1.71774 -1.47033 -1.07595
H -3.06184 0.24281 0.16259
H 2.26982 3.06622 0.01705
N -1.00855 -0.60678 -0.67901
O -1.39811 0.91300 1.17223
F 2.20897 -1.22627 0.84799

Summary:
- HOMO level: -9.07 eV
- Net charge: 0
- LUMO energy: 0.21 eV
- SMILES string: C#C/C(F)=C\NC=O
- Energy relative to the best compared isomer or geometry (same formula, charge and spin): 5.137 eV
- Kohn-Sham gap: 9.28 eV

---

ORCA calculation (ωB97M-V/def2-TZVPD) on a cluster of 2 separate species, C5H4FNO2S in total.

Positions of all 14 atoms, in Å:
C 1.75617 -0.80159 -1.57479
C 2.21938 0.35350 -1.11599
C 0.48969 -1.22974 -0.90464
C 0.20561 -0.37524 0.03746
C -1.87132 -0.03017 1.72147
N -1.94147 1.27448 1.25887
O -2.79201 1.56375 0.41180
O -0.92330 1.94814 1.52848
F -0.13936 -2.37228 -1.14302
S 1.20680 0.97561 0.15797
H 2.27707 -1.23710 -2.44740
H 3.05907 0.79620 -1.64798
H -2.48045 -0.71308 1.26729
H -1.06588 -0.15249 2.45049

Summary:
- HOMO level: -9.35 eV
- Net charge: 0
- LUMO energy: -3.00 eV
- Energy relative to the best compared isomer or geometry (same formula, charge and spin): 6.248 eV
- Kohn-Sham gap: 6.35 eV

---

ORCA calculation (ωB97M-V/def2-TZVPD) on the ion C5H4IO4 with charge -1.

Positions of all 14 atoms, in Å:
C 0.24162 -1.22747 -1.86432
C 2.20039 1.53724 -1.50389
C 0.12434 -0.92974 -0.23374
C 0.43499 0.51757 0.14433
C 1.85073 0.83453 -0.28477
O 2.20395 2.23184 -0.44096
O -0.56924 -0.60747 -2.55254
O 2.43225 1.54362 -2.67518
O 1.25721 -1.93676 -2.09847
I 3.23279 -0.16256 0.91052
H -0.97504 -1.25611 -0.08383
H 0.75787 -1.60956 0.33085
H -0.20010 1.31497 -0.30423
H 0.43967 0.74423 1.29031

Summary:
- HOMO level: -4.07 eV
- Net charge: -1
- LUMO energy: 2.54 eV
- SMILES string: O=C([O-])CC[C@]1(I)OC1=O
- Energy relative to the best compared isomer or geometry (same formula, charge and spin): 0.000 eV
- Kohn-Sham gap: 6.61 eV